C4H5F3S | wB97M-V/def2-TZVPD

Structure (XYZ):
```
13
Properties=species:S:1:pos:R:3:forces:R:3
C -1.394025 1.782934 0.156593 0.142 -1.423 0.073
C -0.567308 -1.434011 -0.143817 -0.942 2.400 3.634
C 0.334885 -0.500202 0.540176 -0.047 0.261 -4.636
C 1.446965 0.217338 -0.170714 1.173 -2.172 0.357
F 2.376472 -0.693368 -0.780076 -1.493 1.027 0.302
F 2.158353 0.764628 0.809070 0.804 1.098 0.292
F 1.201999 1.149421 -1.089401 -0.209 -0.184 -0.207
S -2.271734 1.007598 -0.872745 -0.071 1.882 0.618
H -1.148433 2.611246 0.837099 -0.394 -0.333 -0.831
H -0.076727 -1.859082 -0.929105 0.803 -1.759 -2.129
H -1.109026 -2.007555 0.616095 0.497 -0.728 -0.502
H -1.385296 -0.762534 -0.479316 -0.010 -0.330 -0.771
H 0.433874 -0.276408 1.506141 -0.254 0.261 3.800
```
Forces are in eV/Å.

HOMO energy (alpha / beta) = -7.783 / -8.493 eV
HOMO-LUMO gap (alpha / beta) = 0.255 / 0.294 Eh
ΔE to the lowest compared entry with this formula, charge and spin = 362.2 kJ/mol
E_LUMO (alpha / beta) = -0.838 / -0.500 eV

Löwdin population analysis, charges in e, atoms 1 to 8:
1 C -0.449
2 C -0.109
3 C -0.039
4 C -0.598
5 F 0.039
6 F 0.114
7 F 0.125
8 S 0.754

=====

C5H12O | wB97M-V/def2-TZVPD

Structure (XYZ):
```
18
Properties=species:S:1:pos:R:3:forces:R:3
C 0.953573 -0.503276 -2.412966 0.043 -0.022 -0.120
C 0.570971 -0.652237 -0.947689 0.036 -0.071 -0.007
C 0.510352 0.692122 -0.239989 0.255 0.061 0.012
C -1.931621 0.555784 1.212485 -0.711 -0.291 -0.539
O -1.177584 0.690460 2.249952 0.017 0.550 0.627
C -0.231838 -0.128653 2.630678 0.139 -0.599 0.405
H 0.202677 0.087371 -2.951295 0.106 -0.092 0.058
H 1.048345 -1.472325 -2.911619 -0.009 0.115 0.010
H 1.910164 0.024329 -2.499075 -0.105 -0.099 -0.043
H 1.293551 -1.294708 -0.428301 -0.037 0.051 -0.124
H -0.396523 -1.171372 -0.872464 0.155 0.123 -0.004
H 1.452903 1.236504 -0.331741 0.089 -0.057 -0.250
H -0.278517 1.326878 -0.655323 0.161 -0.091 0.145
H -2.546291 1.401618 0.954921 -0.017 -0.052 0.132
H -1.873903 -0.354010 0.624685 -0.058 0.127 0.111
H 0.300559 0.158866 3.520549 -0.114 -0.002 0.019
H 0.411603 0.533724 0.842603 -0.005 0.229 -0.476
H -0.218423 -1.131074 2.214588 0.055 0.123 0.043
```
Forces are in eV/Å.

HOMO energy (alpha / beta) = -7.522 / -7.441 eV
HOMO-LUMO gap (alpha / beta) = 0.308 / 0.301 Eh
ΔE to the lowest compared entry with this formula, charge and spin = 408.6 kJ/mol
E_LUMO (alpha / beta) = 0.845 / 0.757 eV

Löwdin population analysis, charges in e, atoms 1 to 8:
1 C -0.130
2 C -0.327
3 C -0.148
4 C -0.062
5 O -0.155
6 C -0.069
7 H 0.073
8 H 0.066

=====

Q: Which value of ΔE to the lowest compared entry with this formula, charge and spin does entry 2 give?
A: 408.6 kJ/mol

=====

Q: Which of these has the lowest ΔE to the lowest compared entry with this formula, charge and spin?
A: C4H5F3S

=====

Q: Among the records above, which one has the highest ΔE to the lowest compared entry with this formula, charge and spin?
A: C5H12O

=====

Q: What is the formula in the second record?
A: C5H12O